C12H36NO9S6V as an isolated structure, computed with ωB97M-V/def2-TZVPD.

## Properties
- Spin multiplicity: 4
- Expectation value of S²: 3.753
- LUMO level (spin up / spin down): -1.9 / -1.9 eV
- Total charge: +1
- Gap between HOMO and LUMO (spin up / spin down): 6.28 / 9.21 eV
- ΔE to the lowest compared entry with this formula, charge and spin: 101.0 kJ/mol

Cartesian coordinates (Å):
V1 -39.97 -19.78 5.80
N1 -37.45 -20.76 5.28
O1 -38.13 -21.13 6.28
O2 -37.91 -19.74 4.71
O3 -36.45 -21.36 4.92
C1 -39.43 -21.48 9.40
S1 -40.01 -19.77 9.27
O4 -40.53 -19.50 7.89
C2 -41.45 -19.89 10.37
H1 -40.18 -22.24 9.62
H2 -38.56 -21.51 10.05
H3 -39.06 -21.68 8.38
H4 -41.17 -19.83 11.42
H5 -41.99 -20.82 10.19
H6 -42.18 -19.09 10.23
C3 -41.77 -21.48 1.89
S2 -40.42 -20.58 2.66
O5 -40.40 -21.01 4.12
C4 -39.04 -21.55 1.95
H7 -41.54 -22.54 2.00
H8 -41.84 -21.14 0.85
H9 -42.69 -21.18 2.39
H10 -38.82 -21.28 0.91
H11 -39.32 -22.61 1.90
H12 -38.11 -21.49 2.50
C5 -44.38 -18.73 4.76
S3 -43.33 -19.94 5.58
O6 -41.98 -19.33 5.83
C6 -44.22 -20.11 7.13
H13 -43.83 -18.27 3.94
H14 -44.61 -17.91 5.44
H15 -45.24 -19.26 4.36
H16 -44.66 -19.16 7.45
H17 -43.62 -20.58 7.90
H18 -45.12 -20.70 6.93
C7 -36.44 -17.23 6.00
S4 -37.83 -16.98 7.17
O7 -38.81 -18.05 6.74
C8 -36.94 -17.62 8.63
H19 -36.87 -17.15 5.01
H20 -36.02 -18.22 6.12
H21 -35.67 -16.47 6.15
H22 -37.67 -18.03 9.33
H23 -36.38 -16.81 9.07
H24 -36.25 -18.44 8.41
C9 -40.45 -24.34 7.20
S5 -41.87 -23.19 7.04
O8 -41.29 -21.83 6.69
C10 -42.39 -23.85 5.43
H25 -39.77 -24.23 6.35
H26 -40.79 -25.37 7.07
H27 -40.03 -24.21 8.19
H28 -42.52 -24.93 5.39
H29 -41.66 -23.59 4.66
H30 -43.34 -23.40 5.11
C11 -41.65 -16.29 3.13
S6 -40.10 -16.62 4.00
O9 -40.17 -18.01 4.56
C12 -38.94 -16.71 2.61
H31 -41.43 -15.55 2.36
H32 -42.37 -15.85 3.82
H33 -42.06 -17.18 2.65
H34 -38.81 -15.71 2.18
H35 -39.26 -17.34 1.78
H36 -37.98 -17.03 3.01

Here are the Mulliken charges for atoms 1 to 8, given in e: 1.28, 0.79, -0.59, -0.40, -0.68, -0.63, 0.40, -0.61

***

A 6-piece molecular cluster, C12H36O12 overall, computed with ωB97M-V/def2-TZVPD.

## Properties
- SMILES: OCCO.OCCO.OCCO.OCCO.OCCO.OCCO
- LUMO level: 0.4 eV
- Gap between HOMO and LUMO: 10.09 eV
- ΔE to the lowest compared entry with this formula, charge and spin: 291.8 kJ/mol

Cartesian coordinates (Å):
O1 17.64 -6.87 13.34
C1 17.83 -8.30 13.16
C2 18.91 -9.04 14.18
O2 20.26 -8.97 13.84
H1 16.98 -6.50 12.75
H2 16.80 -8.64 13.25
H3 18.19 -8.52 12.15
H4 18.55 -10.05 14.39
H5 18.90 -8.44 15.10
H6 20.43 -8.03 13.69
O3 23.45 -11.05 12.54
C3 22.78 -10.44 11.43
C4 21.63 -11.18 10.97
O4 20.70 -11.26 12.08
H7 23.40 -12.00 12.41
H8 22.49 -9.42 11.70
H9 23.38 -10.41 10.53
H10 21.94 -12.20 10.74
H11 21.14 -10.90 10.03
H12 21.05 -10.69 12.76
O5 22.99 -13.81 15.15
C5 21.94 -13.00 15.54
C6 22.58 -11.63 15.96
O6 23.36 -11.76 17.14
H13 23.42 -14.14 15.93
H14 21.33 -12.88 14.65
H15 21.30 -13.44 16.30
H16 21.91 -10.78 15.89
H17 23.27 -11.35 15.17
H18 24.31 -11.70 17.02
O7 28.83 -12.23 12.96
C7 27.69 -12.89 13.54
C8 26.72 -13.20 12.32
O8 27.36 -14.22 11.49
H19 29.27 -12.87 12.39
H20 28.04 -13.78 14.08
H21 27.23 -12.32 14.34
H22 26.66 -12.29 11.73
H23 25.78 -13.48 12.80
H24 28.26 -13.97 11.26
O9 18.07 -9.61 8.14
C9 17.77 -10.21 9.41
C10 16.67 -9.47 10.08
O10 16.21 -10.27 11.10
H25 18.12 -8.66 8.28
H26 17.60 -11.25 9.11
H27 18.55 -10.28 10.16
H28 15.89 -9.41 9.32
H29 16.89 -8.42 10.29
H30 15.54 -10.86 10.73
O11 22.86 -17.10 11.25
C11 23.27 -16.01 12.05
C12 22.60 -14.74 11.78
O12 23.23 -13.68 12.51
H31 22.56 -17.85 11.77
H32 23.05 -16.35 13.07
H33 24.36 -16.01 12.01
H34 21.57 -14.92 12.10
H35 22.65 -14.32 10.78
H36 23.21 -13.86 13.45

Here are the Mulliken charges for atoms 1 to 8, given in e: -0.59, -0.14, -0.48, -0.48, 0.32, 0.37, 0.02, 0.37

***

A 6-piece molecular cluster, C12H36O12 overall, computed with ωB97M-V/def2-TZVPD.

## Properties
- SMILES: OCCO.OCCO.OCCO.OCCO.OCCO.OCCO
- LUMO level: -0.2 eV
- Gap between HOMO and LUMO: 9.23 eV
- ΔE to the lowest compared entry with this formula, charge and spin: 187.6 kJ/mol

Cartesian coordinates (Å):
O1 -5.72 -13.42 5.87
C1 -5.79 -14.82 6.10
C2 -4.41 -15.40 5.80
O2 -3.54 -15.25 6.91
H1 -4.86 -13.16 6.20
H2 -5.92 -15.02 7.17
H3 -6.56 -15.42 5.61
H4 -3.96 -15.01 4.88
H5 -4.56 -16.44 5.53
H6 -3.09 -16.09 7.04
O3 -5.61 -18.19 7.64
C3 -5.05 -19.49 7.83
C4 -3.63 -19.58 7.38
O4 -2.88 -19.14 8.51
H7 -5.24 -17.70 8.38
H8 -5.26 -19.85 8.84
H9 -5.55 -20.16 7.12
H10 -3.43 -18.95 6.52
H11 -3.26 -20.58 7.14
H12 -3.02 -19.79 9.20
O5 -0.71 -17.61 11.96
C5 -0.65 -17.99 10.63
C6 -0.24 -19.46 10.50
O6 1.11 -19.59 10.08
H13 -1.63 -17.41 12.16
H14 -1.67 -17.78 10.29
H15 0.04 -17.29 10.16
H16 -0.80 -19.92 9.69
H17 -0.32 -20.08 11.39
H18 1.48 -20.16 10.76
O7 2.56 -17.86 8.70
C7 3.54 -17.23 9.57
C8 2.86 -16.26 10.52
O8 2.18 -16.92 11.58
H19 2.03 -18.50 9.19
H20 4.13 -17.94 10.15
H21 4.28 -16.69 8.99
H22 2.28 -15.48 10.02
H23 3.52 -15.63 11.12
H24 1.35 -17.23 11.22
O9 -0.58 -11.96 6.82
C9 0.25 -11.03 6.02
C10 0.67 -11.63 4.69
O10 1.28 -12.89 4.88
H25 -0.10 -12.72 7.14
H26 -0.43 -10.22 5.73
H27 1.05 -10.58 6.61
H28 1.30 -11.02 4.04
H29 -0.19 -11.83 4.05
H30 0.67 -13.51 5.29
O11 -1.56 -17.03 7.46
C11 -0.35 -17.13 6.74
C12 0.45 -15.86 6.85
O12 -0.30 -14.78 6.26
H31 -1.96 -17.89 7.60
H32 0.10 -18.03 7.16
H33 -0.60 -17.43 5.72
H34 1.36 -15.89 6.26
H35 0.65 -15.67 7.91
H36 -1.18 -14.91 6.63

Here are the Mulliken charges for atoms 1 to 8, given in e: -0.57, -0.36, -0.38, -0.47, 0.33, 0.22, 0.36, 0.36